Record 1
{
  "formula": "C3H7N",
  "method": "wB97M-V/def2-TZVPD",
  "elements": ["C", "N", "C", "C", "H", "H", "H", "H", "H", "H", "H"],
  "coordinates": [[1.23202, 0.49745, 0.38552], [0.38661, -0.45270, -0.31433], [-0.84052, -0.64707, 0.38835], [-0.84882, -0.11118, -1.00409], [0.66035, 0.95482, 1.20383], [1.67515, 1.22515, -0.29924], [2.04253, -0.09695, 0.81529], [-1.09690, -1.65612, 0.68647], [-0.96015, 0.12359, 1.14994], [-0.98823, -0.73124, -1.89190], [-1.26205, 0.89427, -1.11983]],
  "forces_ev_per_angstrom": [[0.32, -0.09, -0.45], [0.34, 0.11, 0.02], [-0.33, -0.62, -0.03], [-0.13, 0.10, -0.09], [0.44, 0.48, -0.19], [-0.11, 0.07, 0.17], [0.02, 0.25, 0.13], [-0.25, -0.01, -0.17], [-0.63, -0.33, 0.04], [-0.25, 0.02, 0.43], [0.58, 0.03, 0.13]],
  "lowdin_charge": [-0.1040, -0.1844, -0.1837, -0.1393, 0.0681, 0.0799, 0.0800, 0.0980, 0.0884, 0.0971, 0.0999],
  "homo_lumo_gap_ha": 0.3835,
  "largest_force_ha_per_bohr": 0.0139,
  "homo_ev": -9.1,
  "e_above_lowest_kcal_mol": 32.46
}

=====

Record 2
{
  "formula": "C3H7N",
  "method": "wB97M-V/def2-TZVPD",
  "elements": ["C", "C", "C", "N", "H", "H", "H", "H", "H", "H", "H"],
  "coordinates": [[0.00141, -1.58679, -0.55582], [0.18192, -0.71116, 0.41464], [-0.50136, 0.63612, 0.48037], [0.18578, 1.68540, -0.27267], [0.59212, -2.49320, -0.57266], [-0.80957, -1.46296, -1.26499], [0.95638, -0.84646, 1.16855], [-0.65584, 0.95772, 1.50755], [-1.50089, 0.52830, 0.04174], [1.02847, 1.98862, 0.20769], [0.52159, 1.30441, -1.15440]],
  "forces_ev_per_angstrom": [[-0.23, -0.39, 0.36], [0.41, 0.91, 0.41], [-0.61, -0.48, -0.53], [0.48, 0.13, 0.03], [-0.08, -0.05, -0.23], [0.15, -0.02, -0.17], [0.05, -0.25, -0.16], [0.12, 0.08, 0.07], [0.05, 0.04, 0.06], [-0.13, -0.02, 0.09], [-0.21, 0.03, 0.08]],
  "lowdin_charge": [-0.0124, -0.1950, -0.3100, -0.0140, 0.0499, 0.0599, 0.0929, 0.1018, 0.1018, 0.0606, 0.0645],
  "homo_lumo_gap_ha": 0.3855,
  "largest_force_ha_per_bohr": 0.0210,
  "homo_ev": -9.3,
  "e_above_lowest_kcal_mol": 10.92
}

=====

Record 3
{
  "formula": "C3H7N",
  "method": "wB97M-V/def2-TZVPD",
  "elements": ["C", "C", "H", "H", "H", "H", "C", "N", "H", "H", "H"],
  "coordinates": [[-1.09614, 0.95811, -1.12662], [-2.20364, 1.36309, -1.73391], [-0.97939, 0.94168, -0.05203], [-0.36660, 0.39719, -1.69742], [-3.12506, 1.59548, -1.19882], [-2.36802, 1.33518, -2.80428], [2.27394, -1.56067, 1.95088], [1.14022, -1.23636, 1.50052], [2.48942, -2.62377, 2.09377], [3.08077, -0.82231, 2.06177], [1.15450, -0.34762, 1.00614]],
  "forces_ev_per_angstrom": [[-0.46, -0.67, -0.40], [-0.71, -0.28, 0.28], [-0.15, 0.08, 0.06], [0.46, 0.53, -0.06], [0.46, 0.53, 0.20], [0.40, -0.19, -0.07], [0.17, 0.38, -0.63], [-0.04, -0.87, -1.02], [-0.13, 0.27, 0.85], [0.15, -0.40, -0.15], [-0.15, 0.63, 0.94]],
  "lowdin_charge": [-0.0872, -0.0851, 0.0375, 0.0444, 0.0464, 0.0421, -0.1499, 0.0057, 0.0593, 0.0621, 0.0246],
  "homo_lumo_gap_ha": 0.4069,
  "largest_force_ha_per_bohr": 0.0262,
  "homo_ev": -9.9,
  "e_above_lowest_kcal_mol": 41.65
}

=====

Record 4
{
  "formula": "C3H7N",
  "method": "wB97M-V/def2-TZVPD",
  "elements": ["N", "C", "C", "C", "H", "H", "H", "H", "H", "H", "H"],
  "coordinates": [[1.32935, 0.57314, -0.13779], [0.13704, 0.15762, 0.48921], [-0.47157, -1.06858, -0.08044], [-1.14241, 0.24587, -0.33121], [1.49431, 1.55654, 0.00824], [2.09074, 0.07021, 0.27120], [0.05238, 0.43986, 1.56375], [0.07335, -1.49333, -0.89321], [-1.00996, -1.69344, 0.59261], [-2.07864, 0.40885, 0.24860], [-1.06601, 0.68988, -1.29203]],
  "forces_ev_per_angstrom": [[0.49, 0.40, -0.66], [-1.19, 0.76, 0.89], [-0.33, 0.31, 0.38], [-0.39, 0.07, 1.41], [0.09, 0.21, -0.03], [0.64, -0.19, 0.07], [-0.21, -0.71, -0.67], [0.18, -0.45, -0.27], [-0.07, -0.73, 0.20], [0.83, 0.03, -0.69], [-0.04, 0.30, -0.63]],
  "lowdin_charge": [0.0261, -0.4287, -0.1330, -0.1186, 0.0738, 0.0688, 0.1392, 0.0961, 0.0870, 0.1062, 0.0830],
  "homo_lumo_gap_ha": 0.3877,
  "largest_force_ha_per_bohr": 0.0324,
  "homo_ev": -9.3,
  "e_above_lowest_kcal_mol": 14.83
}

=====

Record 5
{
  "formula": "C3H7N",
  "method": "wB97M-V/def2-TZVPD",
  "elements": ["C", "C", "C", "N", "H", "H", "H", "H", "H", "H", "H"],
  "coordinates": [[-1.47791, 0.22036, -0.85619], [-0.26066, 0.31815, 0.02884], [0.69591, -0.60921, 0.08333], [1.85378, -0.17300, 0.81328], [-1.36887, -0.70734, -1.33549], [-2.42732, 0.42607, -0.32035], [-1.35211, 0.99382, -1.64674], [-0.34253, 1.07061, 0.85181], [0.65936, -1.61681, -0.26795], [2.28499, -0.68288, 1.60784], [1.73534, 0.76023, 1.04161]],
  "forces_ev_per_angstrom": [[0.84, 2.03, 0.35], [-1.86, -0.28, 0.68], [0.92, 1.81, 2.26], [0.74, -2.78, -0.17], [-0.74, -1.42, -0.76], [0.52, -0.50, -0.41], [-0.42, -0.37, 0.34], [0.71, -0.25, -1.07], [0.16, -0.26, -0.70], [-0.86, 0.06, -1.09], [-0.01, 1.97, 0.57]],
  "lowdin_charge": [-0.1210, -0.2088, -0.1963, 0.0058, 0.0413, 0.0779, 0.0763, 0.1116, 0.1008, 0.0894, 0.0229],
  "homo_lumo_gap_ha": 0.3444,
  "largest_force_ha_per_bohr": 0.0592,
  "homo_ev": -8.0,
  "e_above_lowest_kcal_mol": 19.20
}

=====

Record 6
{
  "formula": "C3H7N2",
  "method": "wB97M-V/def2-TZVPD",
  "elements": ["C", "C", "C", "N", "N", "H", "H", "H", "H", "H", "H", "H"],
  "coordinates": [[0.32828, 0.27066, 0.98942], [-1.19566, 0.40519, -1.09843], [-0.15469, -0.65390, -1.36537], [-0.23074, 0.10020, -0.12711], [1.31438, -0.23839, 1.62201], [-0.33863, 1.82045, 1.95339], [-1.25635, 1.28012, -1.61677], [-2.21067, -0.03617, -0.79464], [-0.55013, -1.74916, -1.39240], [0.69509, -0.45483, -1.88050], [1.58484, 0.17026, 2.57518], [2.01427, -0.91444, 1.13520]],
  "forces_ev_per_angstrom": [[-2.71, 5.10, 2.29], [-2.49, -3.36, 1.14], [-3.32, -2.65, 1.31], [1.02, -0.79, 0.23], [3.42, -1.47, 1.17], [1.21, -3.32, -2.03], [0.39, 2.53, -1.01], [1.48, 0.81, -0.70], [0.98, 2.09, 0.36], [2.22, 0.65, -1.86], [-0.51, -1.04, -2.18], [-1.67, 1.44, 1.28]],
  "lowdin_charge": [-0.2011, -0.0296, 0.0076, -0.0751, 0.1291, 0.2904, 0.0962, 0.1665, 0.1701, 0.0866, 0.1655, 0.1937],
  "homo_lumo_gap_ha": 0.3607,
  "largest_force_ha_per_bohr": 0.1208,
  "homo_ev": -15.3,
  "total_charge": 1,
  "e_above_lowest_kcal_mol": 113.04
}

=====

Record 7
{
  "formula": "C3H7N2",
  "method": "wB97M-V/def2-TZVPD",
  "elements": ["C", "C", "N", "C", "N", "H", "H", "H", "H", "H", "H", "H"],
  "coordinates": [[-2.17354, 0.08967, 0.07854], [-0.87668, 0.40999, -0.06216], [0.00529, -0.64665, 0.05166], [1.24782, -0.53874, 0.04920], [1.93019, 0.57975, -0.02179], [-2.50302, -0.82952, 0.45274], [-2.98952, 0.64177, -0.31286], [-0.49943, 1.29566, -0.39920], [-0.37141, -1.58172, 0.18851], [1.78096, -1.52338, 0.17618], [1.43957, 1.46587, -0.05265], [3.00978, 0.63731, -0.14818]],
  "forces_ev_per_angstrom": [[1.20, 1.31, -0.83], [-3.82, -2.36, 0.39], [-2.46, -0.93, 0.79], [5.02, -1.84, 0.46], [2.50, 0.83, -0.46], [0.00, -1.56, 0.47], [-0.33, 1.20, 0.18], [0.67, 2.19, -0.95], [-0.08, 0.35, -0.10], [-0.14, 1.39, -0.37], [0.32, -0.11, -0.01], [-2.89, -0.48, 0.44]],
  "lowdin_charge": [0.1210, -0.1083, 0.0584, -0.1787, 0.1813, 0.0631, 0.0753, 0.0888, 0.1884, 0.1928, 0.1174, 0.2005],
  "homo_lumo_gap_ha": 0.3743,
  "largest_force_ha_per_bohr": 0.1044,
  "homo_ev": -14.2,
  "total_charge": 1,
  "e_above_lowest_kcal_mol": 9.94
}

=====

Record 8
{
  "formula": "C3H7N2",
  "method": "wB97M-V/def2-TZVPD",
  "elements": ["N", "C", "C", "C", "N", "H", "H", "H", "H", "H", "H", "H"],
  "coordinates": [[1.26056, -0.63252, -0.04863], [0.08199, 0.34555, -0.27796], [-1.27801, 0.05273, 0.49118], [-2.61481, 0.29929, -0.09957], [-2.25707, -0.89748, -0.19523], [0.76346, -1.58106, -0.19947], [2.03069, -0.40236, -0.69285], [1.72046, -0.66576, 0.94883], [-0.36520, 0.12915, -1.22295], [0.48183, 1.37403, -0.19729], [-1.25883, -0.04771, 1.58707], [-3.15533, 1.21494, -0.27730]],
  "forces_ev_per_angstrom": [[-1.24, -1.28, 1.85], [-1.67, 0.53, 1.32], [1.20, -0.18, 1.20], [2.57, 0.35, 0.24], [-0.61, 0.60, -0.19], [1.75, 1.39, 0.02], [-0.47, -0.61, -0.07], [-1.45, 0.33, -2.11], [0.99, 0.06, -1.44], [-0.38, -0.63, 0.02], [0.29, 0.06, -0.50], [-0.97, -0.63, -0.34]],
  "lowdin_charge": [0.1615, -0.0977, -0.2619, -0.0442, 0.1603, 0.2042, 0.1644, 0.2182, 0.1052, 0.1345, 0.1204, 0.1351],
  "homo_lumo_gap_ha": 0.3807,
  "largest_force_ha_per_bohr": 0.0506,
  "homo_ev": -14.4,
  "total_charge": 1,
  "e_above_lowest_kcal_mol": 61.40
}

=====

Record 9
{
  "formula": "C3H7N2",
  "method": "wB97M-V/def2-TZVPD",
  "elements": ["C", "C", "C", "N", "N", "H", "H", "H", "H", "H", "H", "H"],
  "coordinates": [[-1.25315, -1.17799, -0.69566], [-0.13710, -1.14262, 0.06096], [0.01914, -0.81620, -1.30516], [0.74847, -0.36225, -2.27491], [0.11184, 1.09104, 1.50271], [-2.20690, -1.31646, -0.98395], [0.15545, -1.38405, 1.08573], [0.38316, -0.08223, -3.24319], [1.73309, -0.02181, -2.18166], [-0.41906, 1.26788, 2.47436], [0.05091, 2.05546, 1.08058], [1.08140, 0.88414, 1.76416]],
  "forces_ev_per_angstrom": [[5.99, 1.06, -1.28], [-1.07, -0.43, -0.19], [-2.05, -0.17, 2.19], [0.91, 1.39, -2.39], [-1.67, 1.75, 2.38], [-3.18, -0.50, -0.31], [0.37, 0.23, -0.76], [0.17, -0.93, 2.18], [-1.25, -0.84, 0.49], [1.58, -0.75, -2.72], [0.51, -1.38, 0.48], [-0.31, 0.56, -0.06]],
  "lowdin_charge": [0.1989, 0.0935, -0.1970, 0.1882, -0.0285, 0.0923, 0.1274, 0.1844, 0.1634, 0.1036, 0.0492, 0.0246],
  "homo_lumo_gap_ha": 0.3907,
  "largest_force_ha_per_bohr": 0.1209,
  "homo_ev": -14.3,
  "total_charge": 1,
  "e_above_lowest_kcal_mol": 51.11
}

=====

Record 10
{
  "formula": "C3H7N2",
  "method": "wB97M-V/def2-TZVPD",
  "elements": ["C", "N", "C", "N", "C", "H", "H", "H", "H", "H", "H", "H"],
  "coordinates": [[-1.34905, 0.09235, -0.49925], [-1.07800, -1.02410, 0.04678], [0.20733, -1.27330, 0.52897], [0.96692, 0.06402, 0.30575], [-0.26111, 1.11596, -0.50303], [-2.25388, 0.15643, -1.15182], [0.25261, -1.44270, 1.53768], [0.74472, -2.02023, 0.05621], [1.73460, 0.14970, -0.36671], [1.08901, 0.67750, 1.10409], [0.19178, 1.57738, -1.35805], [-0.24493, 1.92699, 0.29937]],
  "forces_ev_per_angstrom": [[0.23, -1.22, -0.80], [-1.60, -0.27, -0.99], [0.17, 3.67, -1.03], [-1.92, 2.52, -2.12], [2.20, -0.40, 3.61], [0.55, 0.38, 1.08], [-0.20, -0.48, 2.66], [0.68, -1.57, -1.37], [0.16, -0.62, 0.63], [0.64, -0.64, 0.34], [-0.03, -0.40, -0.90], [-0.88, -0.99, -1.11]],
  "lowdin_charge": [-0.1034, 0.0757, -0.1122, 0.1319, 0.0731, 0.1527, 0.1119, 0.1207, 0.1589, 0.1423, 0.1075, 0.1409],
  "homo_lumo_gap_ha": 0.4120,
  "largest_force_ha_per_bohr": 0.0825,
  "homo_ev": -15.4,
  "total_charge": 1,
  "e_above_lowest_kcal_mol": 38.21
}